20
Properties=species:S:1:pos:R:3 method="wB97M-V/def2-TZVPD" e_above_lowest_kj_mol=214.8 e_homo_ev=-8.51 orbital_gap_ev=8.4 largest_force_ev_per_a=6.13 charge=0
C 1.547 -1.267 1.388
O 0.085 -1.360 1.022
C -0.229 -1.830 -0.189
Cl 0.826 -3.116 -0.679
C -1.352 -1.499 -0.839
C -2.263 -0.351 -0.740
C -1.860 0.906 -0.334
C -0.614 1.268 0.110
C 0.197 2.090 -0.586
C 1.609 2.164 -0.179
O 2.525 2.559 -0.901
H 2.266 -1.241 0.586
H 1.822 -2.011 2.055
H 1.543 -0.419 2.087
H -1.703 -2.243 -1.662
H -3.313 -0.465 -0.919
H -2.718 1.525 -0.470
H -0.070 1.081 1.071
H -0.240 2.485 -1.541
H 1.943 1.723 0.722

9
Properties=species:S:1:pos:R:3 method="wB97M-V/def2-TZVPD" e_above_lowest_kj_mol=185.0 e_homo_ev=-8.58 orbital_gap_ev=9.4 largest_force_ev_per_a=3.08 charge=0 smiles="C=C(O)P"
C -0.951 -0.878 -0.153
C -0.207 0.225 -0.174
O -0.672 1.454 -0.248
P 1.681 0.243 -0.176
H -1.955 -0.925 -0.389
H -0.711 -1.910 0.209
H -1.587 1.550 -0.288
H 2.342 1.198 0.839
H 2.059 -0.957 0.381

58
Properties=species:S:1:pos:R:3 method="wB97M-V/def2-TZVPD" e_above_lowest_kj_mol=0.0 e_homo_ev=-6.67 orbital_gap_ev=6.8 largest_force_ev_per_a=2.02 charge=0
Ag 0.020 -0.572 -2.210
O -0.771 -0.837 -4.174
N -2.049 -0.585 -4.393
C -2.525 -0.895 -5.664
C -3.814 -0.550 -6.078
C -4.650 0.061 -5.133
C -4.175 0.344 -3.885
C -2.849 0.037 -3.444
S -2.314 0.493 -1.928
H -1.818 -1.440 -6.266
H -4.159 -0.654 -7.109
H -5.649 0.392 -5.378
H -4.833 0.816 -3.167
N 1.794 1.143 -2.355
C 2.651 1.926 -2.318
C 3.631 2.964 -2.388
C 3.516 3.888 -3.443
C 4.375 4.978 -3.488
C 5.333 5.156 -2.474
C 5.507 4.183 -1.506
C 4.655 3.064 -1.432
H 2.776 3.683 -4.179
H 4.310 5.707 -4.304
H 5.949 6.074 -2.454
H 6.351 4.289 -0.799
H 4.767 2.338 -0.615
C -2.156 -4.317 2.596
C -3.217 -3.228 2.930
C -2.585 -1.831 3.250
C -2.442 -0.919 2.004
N -1.540 -1.380 0.951
C -0.186 -1.384 0.828
S 0.505 -2.263 -0.426
N 0.625 -0.742 1.692
C 0.212 0.282 2.621
C 1.424 0.741 3.458
C 1.712 -0.228 4.639
C 2.376 -1.575 4.273
H -2.537 -5.103 1.977
H -1.821 -4.741 3.561
H -1.317 -3.868 2.020
H -3.825 -3.544 3.785
H -3.937 -3.065 2.131
H -1.576 -1.967 3.687
H -3.228 -1.301 3.955
H -2.194 0.096 2.300
H -3.409 -0.889 1.526
H -1.973 -1.921 0.201
H 1.607 -0.756 1.418
H -0.562 -0.123 3.269
H -0.262 1.148 2.096
H 1.185 1.728 3.877
H 2.282 0.890 2.807
H 0.803 -0.398 5.192
H 2.303 0.351 5.359
H 1.784 -2.171 3.579
H 2.532 -2.188 5.163
H 3.384 -1.340 3.861

45
Properties=species:S:1:pos:R:3 method="wB97M-V/def2-TZVPD" e_homo_ev=1.18 orbital_gap_ev=2.8 largest_force_ev_per_a=7.23 charge=-2
Cs -0.319 0.097 -1.703
N -1.321 -0.761 -4.418
C -0.159 0.029 -4.860
C -0.498 1.548 -4.674
O -1.337 1.995 -5.516
O 0.060 2.128 -3.701
H -1.359 -1.634 -4.722
H -2.192 -0.167 -4.678
H 0.041 -0.161 -5.919
H 0.726 -0.248 -4.280
C -0.318 -1.967 3.667
C -1.347 -2.450 2.657
O -0.879 -2.174 1.360
P -2.114 -2.657 0.219
O -1.368 -2.604 -1.349
Te -3.923 -1.302 0.253
O -2.531 -4.329 0.530
C -1.430 -5.134 0.186
C -1.700 -6.559 0.643
H -0.673 -2.180 4.697
H -0.164 -0.872 3.559
H 0.650 -2.488 3.503
H -2.298 -1.910 2.862
H -1.479 -3.545 2.803
H -0.501 -4.790 0.696
H -1.290 -5.147 -0.917
H -1.839 -6.585 1.744
H -0.841 -7.210 0.373
H -2.616 -6.950 0.150
C 3.289 3.905 1.782
C 2.109 4.415 0.954
C 2.608 5.430 -0.078
C 1.087 5.082 1.874
C 1.472 3.283 0.258
N 0.978 2.393 -0.292
H 3.774 4.754 2.311
H 4.040 3.420 1.123
H 2.938 3.169 2.536
H 3.089 6.289 0.440
H 1.757 5.810 -0.685
H 3.353 4.957 -0.753
H 1.558 5.939 2.404
H 0.718 4.356 2.630
H 0.224 5.461 1.283
H 0.025 -0.635 1.051

14
Properties=species:S:1:pos:R:3 method="wB97M-V/def2-TZVPD" e_above_lowest_kj_mol=429.6 e_homo_ev=-8.93 orbital_gap_ev=8.3 largest_force_ev_per_a=5.34 charge=0
C 1.219 0.080 0.715
C -0.134 -0.611 0.463
C -1.407 0.212 -0.017
H 1.035 1.833 -0.620
H 2.597 1.249 -0.540
H 1.952 -0.638 1.192
H 1.293 0.741 1.647
H -0.431 -1.024 1.378
H 0.143 -1.478 -2.375
H -3.664 0.258 -0.238
N 1.659 0.793 -0.617
S 0.162 -2.185 -0.543
S -3.002 -0.914 0.001
S -1.422 1.684 -0.445

42
Properties=species:S:1:pos:R:3 method="wB97M-V/def2-TZVPD" e_above_lowest_kj_mol=1517.0 e_homo_ev=-8.24 orbital_gap_ev=8.7 largest_force_ev_per_a=19.55 charge=0
C -2.001 0.840 3.416
H -2.291 1.916 3.233
O -0.810 0.749 2.392
C -0.062 -0.366 2.486
C -0.237 -1.449 3.270
C 0.329 -2.683 3.232
C 1.377 -2.664 2.522
C 1.958 -1.635 1.639
C 1.157 -0.498 1.721
C 1.575 0.788 0.937
O 2.620 0.634 0.443
O 0.699 1.516 0.736
C 1.183 2.976 0.121
H 2.017 3.024 0.224
H 0.520 3.638 0.401
C 0.809 2.772 -1.381
O 1.191 3.886 -2.080
N 0.439 1.622 -1.889
H 0.279 0.831 -1.482
C 0.240 1.296 -3.361
H 0.795 2.192 -3.870
H 0.850 0.375 -3.591
C -1.164 0.929 -3.831
C -1.312 0.607 -5.209
H -0.303 -0.367 -5.624
H -2.150 0.444 -5.637
H -0.750 1.645 -5.756
C -2.006 2.089 -3.603
H -3.117 1.959 -3.645
H -1.733 3.133 -4.015
H -1.951 2.349 -2.495
H -1.287 0.122 -3.179
H 2.705 -1.567 1.006
H 2.182 -3.525 2.358
S -0.199 -4.070 4.131
C 0.944 -5.507 3.619
H 2.167 -5.064 4.059
H 0.793 -5.615 2.751
H 0.683 -6.286 4.338
H -1.423 -1.765 3.867
H -2.843 0.228 3.160
H -1.873 0.502 4.587

6
Properties=species:S:1:pos:R:3 method="wB97M-V/def2-TZVPD" e_above_lowest_kj_mol=376.7 e_homo_ev=-10.30 orbital_gap_ev=6.6 largest_force_ev_per_a=4.06 charge=0
C -0.400 0.946 0.063
C -0.019 -0.264 -0.468
N -0.660 2.082 0.105
F 0.131 -1.124 1.985
Br 1.706 -0.533 -0.896
H -0.758 -1.106 -0.789

Copy entry 2 word for word.
9
Properties=species:S:1:pos:R:3 method="wB97M-V/def2-TZVPD" e_above_lowest_kj_mol=185.0 e_homo_ev=-8.58 orbital_gap_ev=9.4 largest_force_ev_per_a=3.08 charge=0 smiles="C=C(O)P"
C -0.951 -0.878 -0.153
C -0.207 0.225 -0.174
O -0.672 1.454 -0.248
P 1.681 0.243 -0.176
H -1.955 -0.925 -0.389
H -0.711 -1.910 0.209
H -1.587 1.550 -0.288
H 2.342 1.198 0.839
H 2.059 -0.957 0.381